Entry from the Open Molecules 2025 dataset: a molecular structure, C38H48NOPS2SeW in a non-equilibrium geometry (ωB97M-V/def2-TZVPD).

- M: 892.72 g mol⁻¹
- Lowest unoccupied orbital energy (spin up / spin down): -8.26 / -8.32 eV
- DFT total energy: -141839.246 eV
- Energy relative to the best compared isomer or geometry (same formula, charge and spin): 42.1 kcal/mol
- Total charge: +2
- Frontier orbital gap (spin up / spin down): 5.82 / 5.75 eV

Element x y z (Å)
W1 -0.10427 0.68501 -2.06023
S1 1.27110 2.47167 -2.36951
C1 0.36616 3.92302 -2.23208
C2 1.02227 5.14181 -2.24726
C3 0.26555 6.25293 -2.25817
C4 -1.12897 6.21732 -1.96115
C5 -1.81695 5.01381 -1.73068
C6 -1.01693 3.86457 -1.93338
S2 -1.72427 2.26389 -1.84401
H1 2.09671 5.19240 -2.38287
H2 0.74050 7.22271 -2.49798
H3 -1.55383 7.18025 -1.87029
H4 -2.82999 4.91321 -1.50036
Se1 -2.17631 -0.58959 -2.13060
C7 -3.72196 0.04359 -3.12447
C8 -4.93350 -0.39357 -2.59721
C9 -6.08787 -0.15594 -3.30939
C10 -5.99721 0.45739 -4.57900
C11 -4.78308 0.90734 -5.02845
C12 -3.60785 0.66788 -4.30650
H5 -5.03218 -0.93879 -1.66368
H6 -7.03967 -0.45001 -2.87071
H7 -6.97961 0.69346 -5.10217
H8 -4.81009 1.40409 -5.96741
H9 -2.66720 1.00569 -4.63076
O1 0.42163 -0.21239 -0.41770
P1 0.28946 -0.41738 1.11137
C13 1.95027 -0.75944 1.80574
C14 2.69205 -2.00824 1.29088
C15 4.20975 -1.90465 1.62154
C16 4.44326 -1.32571 3.07505
C17 3.20357 -1.40403 3.99981
C18 1.97934 -0.71876 3.34999
C19 -0.38988 1.19950 1.68190
C20 0.47106 2.40835 1.31458
C21 0.89212 3.30037 2.48398
C22 -0.22414 3.82161 3.33753
C23 -1.37504 2.72002 3.41071
C24 -0.91354 1.23008 3.11744
C25 -1.08423 -1.76805 1.16050
C26 -1.31733 -2.18869 2.65058
C27 -0.56002 -3.53075 2.97276
C28 -0.89320 -4.57630 1.91501
C29 -0.17594 -4.13092 0.61650
C30 -0.89316 -2.90565 0.10190
H10 2.47743 0.17154 1.47019
H11 2.46132 -2.19889 0.20046
H12 2.35998 -2.89036 1.87408
H13 4.67987 -1.32338 0.83655
H14 4.60860 -2.97038 1.52211
H15 4.74468 -0.27955 3.04535
H16 5.27188 -1.89804 3.52388
H17 3.29939 -0.81974 4.95304
H18 2.95972 -2.42659 4.21800
H19 1.89665 0.41811 3.68955
H20 1.02320 -1.11539 3.72451
H21 -1.25550 1.12686 0.99329
H22 -0.22905 3.10229 0.82981
H23 1.23531 2.10785 0.57789
H24 1.38480 4.09265 1.99396
H25 1.67247 2.88271 3.10361
H26 -0.82233 4.65143 2.88362
H27 0.07642 4.08574 4.34919
H28 -2.10410 2.99755 2.63821
H29 -1.91313 2.71619 4.33873
H30 -1.88000 0.66081 3.10785
H31 -0.27379 0.82870 3.83591
H32 -1.84981 -1.12290 0.83690
H33 -2.39032 -2.43395 2.75976
H34 -1.11674 -1.39846 3.41818
H35 -0.74127 -3.96937 4.00467
H36 0.51684 -3.27485 2.92129
H37 -1.99334 -4.69883 1.79831
H38 -0.51860 -5.57542 2.23568
H39 -0.03539 -4.88853 -0.21868
H40 0.80268 -3.79752 0.98427
H41 -1.90388 -3.13492 -0.27829
H42 -0.30920 -2.53354 -0.75731
C31 0.26905 0.06760 -4.12259
C32 1.14518 -0.95167 -3.44447
C33 0.56006 -2.17761 -3.04417
C34 1.34354 -3.13094 -2.44738
C35 2.69229 -2.83294 -2.10421
C36 3.22625 -1.58401 -2.47067
C37 2.48066 -0.61076 -3.07518
C38 3.56717 -3.79839 -1.39860
N1 4.27428 -4.64067 -1.09027
H43 -0.68702 -0.26694 -4.52754
H44 0.77473 0.77432 -4.81562
H45 -0.47874 -2.44094 -3.35807
H46 0.95234 -4.14375 -2.14607
H47 4.30454 -1.41808 -2.31928
H48 2.96427 0.23984 -3.45225

Force components x, y, z for each atom (eV/Å):
-0.18 -1.33 -0.55
-0.10 -0.48 0.17
-1.39 0.54 1.16
0.93 -0.99 -0.91
-1.52 2.00 0.31
1.03 -0.87 0.01
3.39 0.21 -1.12
0.55 0.07 -0.31
-0.11 0.81 0.08
-0.06 -0.03 -0.08
-0.42 -0.59 0.48
-0.96 0.65 0.03
-1.41 0.12 0.36
-0.71 0.28 0.11
0.75 -1.58 2.20
-0.64 -0.26 0.20
-0.01 0.11 -0.55
-2.17 0.25 1.04
0.14 -0.28 -0.15
-1.14 0.83 -1.33
0.37 0.19 0.00
0.15 0.04 -0.30
1.65 -0.42 0.43
0.54 0.44 -0.62
0.98 0.42 -0.64
0.83 0.21 -2.10
-0.55 -1.10 1.77
0.40 0.62 -0.34
-0.14 -0.36 -0.12
-0.62 -1.23 0.23
0.04 -0.47 -0.07
-0.35 1.28 -0.33
-1.23 2.34 0.64
-0.07 -1.60 -0.04
-1.02 0.30 -0.14
1.11 -0.62 -0.12
-2.90 -0.95 -0.06
1.11 -0.57 -0.55
-3.09 1.69 -1.47
2.64 0.30 1.30
-0.58 -1.33 0.47
-0.08 0.57 0.77
0.50 -1.24 -0.25
-0.39 -0.44 0.24
0.00 0.91 -0.28
-0.09 -0.66 -0.12
0.45 0.22 1.32
-0.24 0.48 -0.45
0.38 0.31 0.12
-0.32 1.48 0.26
0.17 0.03 -0.24
-0.29 0.41 -0.09
0.55 -0.96 -0.71
-0.07 -0.53 0.28
0.48 -2.20 -0.74
0.46 -0.29 0.17
-0.05 0.54 0.30
0.17 -0.31 -0.66
0.08 0.61 0.52
0.71 1.29 -0.43
0.17 -0.56 0.29
1.21 -0.13 0.34
0.23 0.14 -0.19
0.02 -0.33 0.09
-0.12 0.22 0.57
0.93 0.17 0.35
1.14 -0.45 1.18
-1.42 0.74 -0.41
0.29 0.28 -0.07
-0.01 -0.57 -0.90
-0.07 1.01 -1.12
-0.31 -0.46 0.19
0.61 0.21 -0.07
-0.19 0.68 -0.17
-0.36 0.69 1.25
0.07 -0.40 -0.61
0.33 -0.14 0.17
-0.50 0.20 0.37
0.30 0.55 0.23
-0.85 0.97 -0.40
-0.16 -0.20 -1.05
1.03 -1.55 1.56
-0.20 0.13 0.07
1.44 -0.91 0.89
-1.69 -1.72 -0.51
-1.46 1.07 -1.83
0.50 -0.47 0.70
0.54 -0.34 -0.17
-0.27 -0.54 0.71
1.10 0.39 0.29
0.35 1.26 -0.57
-0.62 -0.03 0.12
0.34 1.26 -0.37